# 1
C20H24N2O6Y | ωB97M-V/def2-TZVPD

Structure (XYZ):
```
53
Properties=species:S:1:pos:R:3:forces:R:3:nbo_charge:R:1
Y -0.30010 0.08954 0.19759 -0.074 0.061 -0.026 2.2651
O -1.09632 -1.52014 -1.49549 0.050 0.020 -0.069 -0.6168
O -0.28197 1.99964 1.04147 -0.046 0.064 0.015 -0.9413
O -0.30926 -1.81499 1.21295 -0.024 -0.125 -0.048 -0.8975
O -0.92594 1.51302 -1.73986 0.075 0.011 0.026 -0.6061
O 1.21273 -0.10372 -1.62083 -0.041 -0.022 0.021 -0.6038
O 0.79101 -4.19114 -0.16658 -0.001 -0.034 0.044 -0.6992
N 1.37764 -0.04145 1.80910 -0.026 -0.056 -0.067 -0.4849
N 1.73745 -1.35458 2.15917 0.073 0.036 0.071 -0.3871
C 1.00026 -3.61060 2.13613 -0.016 -0.035 0.013 -0.1083
C 1.26141 1.02194 -2.51500 0.005 -0.048 -0.032 -0.0870
C 2.20604 4.52804 3.17295 -0.002 0.018 0.002 -0.2565
C 1.42328 -5.33019 3.78009 -0.004 0.018 0.006 -0.2357
C 0.79906 -2.17669 1.81372 0.078 0.100 -0.007 0.5511
C 1.19773 -1.42698 -2.19674 -0.013 0.047 0.002 -0.0979
C 1.94086 0.87975 2.50372 0.047 0.120 0.063 0.1968
C 1.16025 -5.92208 1.46436 0.000 0.013 0.025 -0.2805
C 1.09485 5.02053 2.48705 -0.004 0.001 -0.005 -0.1472
C -1.90874 2.55610 -1.72564 0.016 -0.004 -0.002 -0.2446
C 1.64343 2.29524 2.42154 0.010 -0.126 -0.004 -0.2481
C 0.52214 2.80175 1.72851 -0.045 -0.004 -0.004 0.4441
C -0.12846 1.47106 -2.92081 -0.035 0.007 0.000 -0.0929
C 0.26301 4.17535 1.78110 0.041 -0.001 0.033 -0.3059
C -2.02714 -2.56732 -1.16120 -0.015 0.053 -0.003 -0.2466
C -0.20974 -1.85741 -2.56444 -0.029 -0.040 -0.008 -0.0912
C 2.46180 3.17685 3.14395 -0.002 -0.011 -0.006 -0.1258
C 0.97191 -4.58718 1.14568 -0.024 0.056 -0.060 0.2952
C 1.24034 -3.99717 3.44970 0.001 -0.014 -0.011 -0.1526
C 1.38030 -6.29133 2.78255 0.003 -0.024 -0.012 -0.1714
H 2.84735 5.19693 3.72886 0.001 -0.001 0.000 0.2273
H 0.91171 -4.97174 -0.71837 0.008 -0.009 -0.023 0.4842
H 1.14345 -6.67083 0.67966 0.000 -0.009 0.007 0.2111
H -2.65214 2.38293 -2.50468 -0.002 0.007 -0.002 0.1934
H 1.60495 -2.08224 -1.42675 -0.042 0.003 0.023 0.2410
H -0.59408 0.80814 -3.65340 0.010 -0.011 0.004 0.1897
H 1.52559 -7.33541 3.02530 -0.002 -0.001 -0.003 0.2248
H -0.05786 2.46798 -3.36270 0.001 0.001 0.002 0.2125
H -0.60842 4.55436 1.26341 -0.006 -0.005 -0.005 0.2183
H 1.76210 1.81115 -1.95485 -0.017 0.006 0.009 0.2227
H 0.87466 6.08006 2.51434 0.002 0.001 0.001 0.2227
H 2.67373 0.56248 3.24557 0.004 0.001 -0.013 0.2051
H 1.86671 0.77437 -3.38836 0.005 -0.010 0.006 0.2111
H -1.42601 3.52295 -1.87106 -0.004 0.002 -0.003 0.1976
H -2.72683 -2.15809 -0.43600 0.012 -0.017 0.014 0.2018
H -0.20727 -2.93780 -2.72173 0.005 0.000 0.011 0.2146
H 3.30794 2.76983 3.68505 0.002 0.012 0.004 0.2175
H -2.57507 -2.86631 -2.05500 0.004 -0.010 -0.001 0.1914
H 1.85246 -1.44850 -3.06942 0.015 -0.018 0.012 0.2090
H -2.37809 2.54471 -0.74570 -0.003 -0.003 -0.002 0.2144
H 1.28291 -3.22920 4.21037 0.001 -0.007 0.006 0.2274
H -0.56658 -1.38307 -3.48128 0.008 0.000 0.001 0.1890
H -1.49032 -3.40162 -0.71482 0.000 -0.013 -0.005 0.2235
H 1.60199 -5.61580 4.80711 0.000 0.000 0.000 0.2264
```
Forces are in eV/Å.

Output
- Total charge: +1
- HOMO: -0.390 Ha
- Orbital gap: 7.85 eV
- E_LUMO: -2.771 eV



# 2
C20H24N4NiS | ωB97M-V/def2-TZVPD

Structure (XYZ):
```
50
Properties=species:S:1:pos:R:3:forces:R:3:lowdin_spin:R:1
Ni 0.21660 0.20837 -0.38083 -0.385 -0.321 1.096 1.6923
S 0.30859 -0.49906 -2.74874 0.103 0.048 -0.222 0.0328
N -1.55599 1.32802 -0.18951 0.289 -0.332 0.005 0.0413
N 1.55736 -1.38786 -0.10882 -0.390 0.314 0.002 0.0471
N -0.69706 -0.84311 1.24119 0.086 0.131 -0.468 0.0696
N 1.11370 1.34581 1.11107 -0.398 -0.466 -0.323 0.0493
C 1.01950 -2.44692 0.50571 0.146 -0.137 0.070 0.0038
C -3.03219 3.16412 -0.56005 0.064 -0.108 -0.017 0.0018
C 2.33054 3.16017 2.06475 -0.069 -0.129 -0.084 0.0028
C -0.37926 -2.26824 1.04486 -0.002 -0.316 -0.074 0.0038
C 1.09370 1.67671 3.46210 -0.027 -0.107 -0.203 0.0014
C 1.90126 2.41370 0.98258 0.310 0.380 0.080 0.0064
C -2.14459 -0.58847 1.19057 -0.312 0.007 -0.101 0.0039
C -0.77848 -1.07495 -4.07841 -0.050 0.099 0.123 0.0053
C 1.67550 -3.66874 0.56012 -0.036 0.245 -0.027 0.0020
C -2.47209 0.76434 0.61100 -0.086 0.190 0.014 0.0034
C -3.70953 1.35157 0.83618 0.203 -0.014 -0.108 0.0018
C 2.91462 -3.78569 -0.05116 -0.133 0.093 -0.022 -0.0020
C -3.99949 2.56531 0.23514 0.181 -0.113 -0.039 -0.0020
C 0.65036 1.19992 -3.28050 0.111 -0.307 -0.175 0.0106
C -1.82771 2.50862 -0.74650 -0.237 0.342 -0.129 0.0024
C 3.46729 -2.68018 -0.68118 -0.114 0.162 0.061 0.0019
C 1.90907 2.78631 3.33134 -0.051 -0.072 -0.139 -0.0022
C 2.75384 -1.49415 -0.67817 0.437 -0.348 -0.102 0.0029
C -0.07069 -0.31873 2.47579 0.178 0.106 0.162 0.0027
C 0.71789 0.96520 2.32903 0.048 0.196 0.151 0.0018
H -3.21297 4.11164 -1.04254 0.023 0.068 -0.020 0.0003
H 2.98062 4.00763 1.92014 0.034 0.072 -0.066 0.0004
H 0.76551 1.35420 4.43511 -0.102 -0.081 0.175 0.0003
H 1.21180 -4.51291 1.04932 -0.005 -0.034 0.063 0.0004
H -4.44068 0.84862 1.45033 -0.030 -0.017 0.125 0.0004
H -0.25833 1.66519 -3.65350 -0.023 0.091 0.093 0.0002
H -2.60613 -0.69756 2.18009 0.062 -0.016 -0.144 0.0015
H -4.96297 3.02714 0.38344 -0.068 0.090 0.016 -0.0001
H 1.41237 1.18634 -4.05805 -0.023 0.114 0.044 0.0020
H 3.43105 -4.73185 -0.04581 0.099 -0.099 0.015 -0.0001
H 2.21337 3.34584 4.20192 0.032 0.051 0.081 -0.0001
H -1.49853 -0.30531 -4.33830 -0.094 0.004 0.030 0.0000
H 4.42284 -2.73387 -1.17643 0.105 0.003 -0.008 0.0003
H -0.83309 -0.17780 3.24853 0.100 -0.100 -0.026 0.0009
H -1.28960 -1.96948 -3.73658 -0.016 -0.041 0.020 0.0002
H -0.15404 -1.31798 -4.93616 -0.015 0.026 0.047 0.0016
H 2.22056 2.67874 -0.01806 -0.076 -0.023 -0.035 0.0014
H -0.51977 -2.84392 1.96945 0.023 0.072 -0.133 0.0017
H -1.05665 2.94499 -1.36987 0.000 -0.019 0.009 0.0006
H 3.14097 -0.60837 -1.16264 0.050 0.030 -0.029 0.0008
H -1.06116 -2.68875 0.29564 -0.021 0.152 0.167 -0.0002
H -2.61870 -1.32452 0.53223 0.155 -0.047 0.129 -0.0002
H 0.64317 -1.06199 2.84599 -0.150 -0.025 0.002 0.0001
H 1.02687 1.74052 -2.41074 0.072 0.184 -0.084 0.0030
```
Forces are in eV/Å.

Output
- Total charge: +2
- HOMO (spin up / spin down): -0.557 / -0.565 Ha
- Orbital gap (spin up / spin down): 9.80 / 8.79 eV
- E_LUMO (spin up / spin down): -5.362 / -6.584 eV
- Spin multiplicity: 3



For reference, relative energy (zero: lowest compared OMol25 entry of this formula, charge and spin) by record: 0.6; 12.7 kcal per mole.